# 1
{"formula": "C30H45BrN2P2RuS", "method": "the ωB97M-V functional and the def2-TZVPD basis", "symbols": ["N", "C", "C", "C", "C", "C", "C", "Ru", "P", "C", "C", "C", "C", "C", "C", "C", "Br", "H", "H", "H", "H", "H", "H", "H", "H", "H", "H", "P", "C", "C", "H", "H", "H", "H", "H", "C", "C", "H", "H", "H", "H", "H", "C", "C", "H", "H", "H", "H", "H", "C", "C", "H", "H", "H", "H", "H", "C", "C", "H", "H", "H", "H", "H", "C", "C", "H", "H", "H", "H", "H", "S", "C", "N", "C", "C", "C", "C", "H", "H", "H", "H", "H"], "coordinates": [[-5.812, -1.963, 4.572], [-5.212, -0.947, 5.208], [-4.765, 0.199, 4.550], [-4.972, 0.284, 3.158], [-5.570, -0.809, 2.490], [-6.014, -1.900, 3.259], [-4.493, 1.388, 2.377], [0.075, 0.920, -0.648], [4.215, 0.609, -2.089], [-4.728, 1.479, 1.018], [-3.670, 1.932, 0.161], [-3.712, 1.694, -1.257], [-2.554, 1.745, -2.025], [-1.421, 1.871, -1.234], [-1.326, 2.505, 0.029], [-2.517, 2.463, 0.774], [1.697, 1.382, -2.311], [-3.920, 2.132, 2.928], [-5.666, 1.136, 0.565], [-4.190, 0.955, 5.087], [-5.645, -0.860, 1.402], [-5.036, -1.043, 6.294], [-6.531, -2.730, 2.761], [-4.665, 1.379, -1.676], [-2.506, 2.713, 1.830], [-2.443, 1.581, -3.100], [-0.472, 3.072, 0.387], [-0.354, -1.177, -1.037], [4.810, 2.164, -1.341], [5.386, 3.092, -2.425], [5.504, 1.979, -0.497], [3.905, 2.597, -0.870], [5.492, 4.096, -2.006], [6.379, 2.735, -2.739], [4.691, 3.123, -3.278], [4.036, 0.177, -3.848], [5.391, 0.056, -4.523], [3.395, 0.873, -4.418], [3.502, -0.792, -3.901], [5.249, -0.064, -5.600], [5.996, 0.958, -4.365], [5.934, -0.817, -4.155], [4.793, -0.847, -1.142], [6.328, -0.753, -1.022], [4.465, -1.796, -1.612], [4.288, -0.801, -0.158], [6.733, -1.662, -0.556], [6.808, -0.652, -2.010], [6.616, 0.103, -0.397], [0.468, -2.561, -0.161], [1.862, -3.056, -0.574], [-0.257, -3.390, -0.225], [0.493, -2.271, 0.908], [1.988, -4.086, -0.222], [2.000, -3.072, -1.656], [2.660, -2.453, -0.125], [-0.133, -1.507, -2.828], [-1.391, -1.632, -3.692], [0.501, -2.401, -2.915], [0.467, -0.661, -3.201], [-1.105, -1.973, -4.698], [-2.110, -2.359, -3.295], [-1.904, -0.672, -3.806], [-2.122, -1.350, -0.607], [-2.318, -1.436, 0.904], [-2.543, -2.208, -1.145], [-2.658, -0.479, -1.001], [-3.373, -1.503, 1.148], [-1.815, -2.300, 1.350], [-1.931, -0.539, 1.401], [1.569, 0.478, 1.146], [0.552, 0.627, 2.538], [0.141, -0.519, 3.167], [-0.735, -0.472, 4.210], [-1.265, 0.741, 4.616], [-0.951, 1.906, 3.905], [0.018, 1.845, 2.915], [0.433, -1.408, 2.751], [-0.971, -1.424, 4.676], [-1.952, 0.790, 5.455], [-1.435, 2.855, 4.122], [0.325, 2.707, 2.328]], "total_charge": 4, "multiplicity": 5, "de_lowest_ev": 0.000, "e_homo_ev": [-17.3, -18.4], "s_squared": 6.17, "gap_ev": [4.888, 4.542]}

***

# 2
{"formula": "C30H45BrN2P2Zr", "method": "the ωB97M-V functional and the def2-TZVPD basis", "symbols": ["N", "C", "C", "C", "C", "C", "C", "Zr", "P", "C", "C", "C", "C", "C", "C", "C", "Br", "H", "H", "H", "H", "H", "H", "H", "H", "H", "H", "P", "C", "C", "H", "H", "H", "H", "H", "C", "C", "H", "H", "H", "H", "H", "C", "C", "H", "H", "H", "H", "H", "C", "C", "H", "H", "H", "H", "H", "C", "C", "H", "H", "H", "H", "H", "C", "C", "H", "H", "H", "H", "H", "C", "C", "C", "N", "C", "C", "H", "H", "H", "H", "H"], "coordinates": [[2.022, -8.234, 0.820], [0.870, -7.784, 1.329], [0.567, -6.426, 1.478], [1.442, -5.461, 0.931], [2.691, -5.947, 0.482], [2.923, -7.327, 0.423], [1.110, -4.066, 0.729], [0.603, -1.590, 0.177], [-0.003, 2.263, -3.610], [1.788, -3.333, -0.322], [1.158, -3.293, -1.688], [1.922, -2.871, -2.810], [1.241, -2.452, -3.974], [-0.114, -2.420, -3.857], [-0.897, -3.112, -3.002], [-0.228, -3.587, -1.836], [-0.149, -0.270, -1.899], [0.376, -3.637, 1.451], [2.887, -3.224, -0.288], [-0.352, -6.123, 1.975], [3.480, -5.263, 0.186], [0.156, -8.547, 1.635], [3.869, -7.703, 0.039], [3.018, -2.919, -2.726], [-0.753, -4.186, -1.085], [1.778, -2.157, -4.874], [-1.966, -3.275, -3.133], [2.667, -0.212, 0.784], [-1.246, 1.129, -4.325], [-1.573, 1.508, -5.764], [-2.152, 1.209, -3.705], [-0.875, 0.092, -4.286], [-2.414, 0.898, -6.110], [-1.851, 2.566, -5.821], [-0.719, 1.331, -6.426], [1.661, 1.522, -3.766], [2.580, 2.377, -4.650], [1.550, 0.517, -4.194], [2.084, 1.417, -2.758], [3.508, 1.836, -4.868], [2.095, 2.620, -5.601], [2.839, 3.318, -4.153], [-0.528, 2.826, -1.950], [-0.913, 4.314, -1.964], [0.313, 2.656, -1.266], [-1.376, 2.197, -1.642], [-0.740, 4.759, -0.981], [-0.308, 4.855, -2.702], [-1.969, 4.462, -2.220], [2.254, 1.310, 1.722], [3.373, 1.910, 2.579], [1.361, 1.123, 2.336], [1.948, 2.049, 0.967], [3.496, 1.396, 3.543], [4.342, 1.910, 2.068], [3.130, 2.956, 2.804], [3.766, 0.476, -0.510], [4.393, -0.541, -1.453], [4.553, 1.036, 0.015], [3.174, 1.212, -1.073], [4.949, -1.318, -0.915], [3.664, -1.030, -2.104], [5.122, -0.035, -2.104], [3.897, -1.112, 1.822], [3.330, -1.712, 3.095], [4.694, -0.385, 2.033], [4.356, -1.885, 1.187], [3.412, -2.802, 3.081], [3.889, -1.351, 3.963], [2.274, -1.477, 3.267], [-3.142, -0.234, 3.050], [-3.302, -0.993, 1.890], [-2.181, -1.493, 1.231], [-0.915, -1.318, 1.741], [-0.778, -0.693, 2.959], [-1.860, -0.085, 3.582], [-4.004, 0.242, 3.517], [-4.279, -1.179, 1.441], [-2.257, -2.050, 0.279], [0.236, -0.675, 3.368], [-1.678, 0.520, 4.471]], "total_charge": 4, "e_homo_ev": [-17.5, -17.5], "gap_ev": [2.984, 2.979]}

***

# 3
{"formula": "C30H45GeNiO3SSi", "method": "the ωB97M-V functional and the def2-TZVPD basis", "symbols": ["Ni", "C", "C", "C", "C", "O", "Si", "S", "O", "C", "C", "C", "C", "O", "C", "C", "C", "C", "H", "H", "H", "H", "H", "H", "H", "H", "H", "H", "H", "H", "H", "H", "H", "H", "H", "H", "H", "H", "H", "H", "H", "H", "H", "H", "H", "C", "H", "H", "H", "C", "Ge", "C", "C", "C", "C", "C", "C", "C", "C", "C", "C", "C", "C", "C", "C", "C", "C", "H", "H", "H", "H", "H", "H", "H", "H", "H", "H", "H", "H", "H", "H", "H"], "coordinates": [[0.196, -0.068, 0.052], [-2.231, 2.754, 2.334], [-0.853, 2.195, 2.002], [-0.376, 1.229, 3.081], [0.162, 3.318, 1.811], [-0.955, 1.394, 0.790], [-1.606, 1.712, -0.712], [-0.603, 0.351, -1.970], [-1.271, 3.263, -1.034], [-1.798, 4.182, -2.005], [-2.985, 4.905, -1.370], [-2.230, 3.464, -3.281], [-0.670, 5.163, -2.305], [-3.227, 1.594, -0.711], [-4.181, 0.533, -0.567], [-3.623, -0.594, 0.292], [-4.529, 0.014, -1.958], [-5.404, 1.161, 0.095], [-2.179, 3.358, 3.239], [-2.942, 1.942, 2.495], [-2.591, 3.375, 1.512], [-0.157, 1.763, 4.005], [0.533, 0.723, 2.745], [-1.138, 0.473, 3.281], [0.283, 3.869, 2.743], [-0.171, 3.995, 1.029], [1.126, 2.900, 1.516], [-3.764, 4.183, -1.121], [-3.391, 5.646, -2.060], [-2.667, 5.413, -0.458], [-3.037, 2.764, -3.063], [-1.393, 2.906, -3.704], [-2.581, 4.189, -4.016], [-0.323, 5.620, -1.378], [-1.014, 5.950, -2.978], [0.165, 4.638, -2.772], [-2.759, -1.044, -0.202], [-4.372, -1.372, 0.443], [-3.314, -0.208, 1.266], [-3.637, -0.390, -2.441], [-4.920, 0.828, -2.571], [-5.284, -0.771, -1.890], [-5.133, 1.581, 1.065], [-6.185, 0.413, 0.237], [-5.792, 1.962, -0.535], [2.085, 0.709, -0.067], [2.032, 1.737, -0.424], [2.610, 0.091, -0.791], [2.579, 0.658, 0.905], [-1.477, -2.444, 2.570], [-0.264, -2.161, 1.008], [-0.864, -3.582, -0.269], [-1.060, -4.878, 0.202], [-1.484, -5.887, -0.650], [-1.724, -5.612, -1.989], [-1.538, -4.325, -2.469], [-1.111, -3.318, -1.612], [1.498, -2.760, 1.732], [1.665, -2.892, 3.089], [2.895, -3.298, 3.645], [3.967, -3.550, 2.838], [3.853, -3.415, 1.435], [4.951, -3.659, 0.576], [4.826, -3.532, -0.778], [3.590, -3.159, -1.340], [2.515, -2.913, -0.534], [2.607, -3.020, 0.874], [-1.346, -3.468, 2.922], [-2.522, -2.307, 2.295], [-1.245, -1.767, 3.393], [-0.870, -5.106, 1.246], [-1.628, -6.891, -0.269], [-2.054, -6.399, -2.656], [-1.726, -4.097, -3.511], [-0.973, -2.318, -1.998], [0.843, -2.685, 3.762], [2.980, -3.405, 4.720], [4.915, -3.853, 3.266], [5.899, -3.953, 1.013], [5.673, -3.720, -1.426], [3.495, -3.064, -2.414], [1.569, -2.624, -0.978]], "multiplicity": 4, "e_homo_ev": [-7.6, -8.1], "s_squared": 3.76, "gap_ev": [8.241, 6.612]}